1.
C32H36BNO2S | the ωB97M-V functional and the def2-TZVPD basis

Last column: Mulliken charge in e.
Cartesian coordinates (Å):
S: 0.91739 3.49974 -0.16437  -0.38
O: 2.40051 -2.43093 -1.80228  -0.54
O: 1.85122 -2.56161 0.47873  -0.32
N: -1.98979 -0.41908 0.13795  0.70
C: -5.32958 0.82114 1.27204  -1.13
C: 3.64566 -2.63773 -1.08868  1.58
C: -0.74414 -1.88460 -1.47662  0.60
C: -2.33002 3.51056 -0.61029  -0.94
C: 3.99150 -2.70581 1.52083  -1.75
C: -5.48909 -0.72446 -0.61701  -0.26
C: 2.52721 3.15611 0.23093  0.60
C: -6.09249 0.12421 0.31844  -0.82
C: -1.87255 -1.31733 -0.92061  0.21
C: -2.90477 5.73007 0.40348  -1.72
C: 3.00815 -4.66876 0.38025  -1.92
C: -4.10784 -0.88512 -0.56773  -0.26
C: -1.76493 2.27751 -0.59025  -1.24
C: 2.60091 2.12934 1.17502  -0.82
C: -3.33794 -0.16057 0.38115  1.14
C: -2.21842 -2.98202 -3.09686  -1.08
C: -2.25184 4.38350 0.50055  1.30
C: 3.16894 -3.14920 0.33098  1.49
C: 1.36859 1.63808 1.59098  -0.95
C: -3.93190 0.70150 1.29604  -0.13
C: -0.93257 -2.71215 -2.58560  -0.90
C: 4.38252 -1.29710 -1.03455  -1.79
C: -0.90188 0.33456 0.85322  0.21
C: 3.68346 3.84434 -0.38515  -1.40
C: -3.18143 -1.61030 -1.39143  -0.28
C: -1.60978 3.99518 1.64094  -1.72
C: 4.48150 -3.59602 -1.90528  -1.88
C: 0.22421 2.26860 0.96099  1.80
C: -3.35976 -2.43244 -2.49908  -0.28
C: -1.01280 -0.15025 2.30273  -2.31
C: -1.02281 2.68495 1.79444  -0.09
C: -1.11563 1.76768 0.61966  1.21
B: 1.50785 -2.23325 -0.79619  0.68
H: 1.25979 0.83488 2.30976  0.29
H: -2.32219 -3.63115 -3.96494  0.36
H: 3.39670 4.85919 -0.67508  0.39
H: -1.82016 1.61058 -1.45186  0.47
H: -0.68590 -1.19913 2.31470  0.36
H: -3.99212 5.66693 0.53923  0.28
H: 4.49031 -0.90569 -2.05509  0.52
H: 3.56343 1.77437 1.54002  0.37
H: 5.44650 -3.76064 -1.41050  0.36
H: 5.00609 -3.11820 1.45655  0.37
H: 0.01692 -0.04002 0.39388  0.04
H: -2.87163 3.84650 -1.49624  0.41
H: 3.85878 -0.53859 -0.43552  0.23
H: -5.82182 1.47057 1.99786  0.42
H: 2.50298 -4.95504 1.31240  0.48
H: 3.98992 -5.16063 0.37701  0.37
H: -0.39159 0.40233 3.00742  0.54
H: -3.31958 1.28567 1.98151  0.30
H: 2.41872 -5.05502 -0.46395  0.30
H: -2.50849 6.40170 1.17013  0.40
H: -6.05418 -1.26032 -1.38031  0.42
H: -0.06993 -3.16475 -3.07228  0.43
H: 3.98917 -4.56411 -2.04803  0.35
H: 4.02977 3.30771 -1.27803  0.23
H: -2.72511 6.17413 -0.58116  0.40
H: 4.68325 -3.16039 -2.89182  0.47
H: -7.17578 0.25609 0.31252  0.35
H: -1.59833 4.66514 2.50317  0.36
H: 3.53812 -3.08449 2.44536  0.47
H: 0.37126 -1.64079 -1.01383  0.40
H: -4.37160 -2.61272 -2.85775  0.45
H: 4.50780 3.89010 0.33239  0.35
H: 4.06112 -1.61391 1.59344  0.23
H: -2.04754 -0.11294 2.65756  0.38
H: -1.00491 2.25364 2.79926  0.44
H: 5.39256 -1.42931 -0.62514  0.35

Results
2S+1 = 1
E = -50860.0602 eV
energy relative to the best compared isomer or geometry (same formula, charge and spin) = 381.0 kJ/mol
molecular weight = 509.5 g mol⁻¹
LUMO = -1.20 eV



2.
C32H36ClN6O6 | the ωB97M-V functional and the def2-TZVPD basis

Last column: Mulliken charge in e.
Cartesian coordinates (Å):
Cl: -3.66922 3.29923 2.72400  -0.13
O: 0.84820 -8.74592 -0.27947  -0.59
O: 2.19273 -7.15298 -0.80914  -0.65
O: -0.66065 4.09584 -4.46435  -0.60
O: 4.69710 -1.25329 -2.77013  -0.67
O: 6.78261 -1.33487 -3.28817  -0.59
O: -2.58050 3.72586 -5.36225  -0.61
N: 1.08370 -7.59485 -0.57143  1.01
N: -1.83664 4.35245 -4.63710  1.04
N: -4.13495 0.39896 3.66468  -0.25
N: 5.76634 -1.83462 -2.86177  0.99
N: -1.96916 1.33765 3.60533  0.25
N: -2.05910 -0.87268 3.32726  -0.52
C: -1.57176 6.25107 -3.09192  -0.16
C: -3.45667 7.62876 -2.52092  -0.43
C: -2.16685 -4.90382 -0.73987  -0.51
C: 2.54369 0.06247 0.39049  -1.23
C: 7.02174 -3.91435 -2.46587  -0.53
C: -2.81366 0.34996 3.55806  0.33
C: 1.62988 0.66511 1.19651  -0.34
C: -2.38355 -6.23059 -0.39237  -0.43
C: 0.46434 1.51085 -0.66238  1.21
C: 5.81916 -3.23303 -2.41588  0.09
C: 7.06870 -5.22639 -2.02121  -0.40
C: -1.52997 3.36033 6.12052  -1.22
C: 0.18148 -5.34309 -0.99646  -0.27
C: -0.88615 -4.46145 -1.04542  -0.54
C: -0.62422 2.30108 -1.35215  -1.88
C: 4.71753 -5.14515 -1.50488  -0.12
C: -2.40668 2.72888 3.85353  -0.16
C: -1.32034 -7.11816 -0.34428  -0.40
C: -2.10800 7.32177 -2.39444  -0.55
C: 2.42468 0.16344 -0.97202  -0.52
C: -0.89577 -0.41823 2.51902  -0.64
C: -4.27075 6.87025 -3.35178  -0.45
C: 4.66487 -3.83312 -1.94505  -0.35
C: 5.91969 -5.84020 -1.53881  -0.57
C: -0.45515 2.02136 1.64255  -0.51
C: -2.77487 2.89348 5.34017  -0.48
C: 0.56381 1.38919 0.70893  0.53
C: -2.39781 5.50139 -3.91021  0.02
C: -0.72707 1.10306 2.83278  -0.06
C: -0.05022 -6.66000 -0.64230  0.04
C: -3.74067 5.79975 -4.05441  -0.35
C: 1.39005 0.90336 -1.46884  -0.91
H: -1.54969 2.36052 -0.77960  0.37
H: -5.32012 7.11225 -3.45091  0.38
H: -0.83120 1.94707 -2.36000  0.47
H: 3.82367 -5.62561 -1.13303  0.37
H: -3.02969 1.91995 5.76617  0.20
H: -4.63888 -0.13734 4.35646  0.24
H: -4.70878 0.91339 3.01238  0.24
H: 0.06233 1.36313 3.55137  0.20
H: 5.96018 -6.86324 -1.18798  0.43
H: -1.61585 -0.99650 4.24472  0.39
H: -0.28429 3.33800 -1.46499  0.37
H: -1.77365 3.58141 7.15635  0.40
H: -1.47458 7.91634 -1.75011  0.39
H: -1.36382 2.16621 1.05583  0.06
H: 3.15958 -0.34013 -1.58672  0.70
H: -1.53896 3.35830 3.67647  0.35
H: 3.73051 -3.29116 -1.91640  0.52
H: 0.03752 -0.88577 2.80887  0.40
H: -0.71904 -3.42829 -1.32021  0.49
H: -0.77783 2.56665 6.09621  0.29
H: 8.00312 -5.77004 -2.04857  0.38
H: -0.52284 6.01146 -2.99266  0.47
H: -1.48913 -8.15067 -0.07500  0.45
H: -4.37391 5.21051 -4.70162  0.45
H: -1.14924 -0.51532 1.46434  0.37
H: -1.10138 4.23971 5.63535  0.35
H: 7.91570 -3.43761 -2.84084  0.46
H: 3.33005 -0.50051 0.87797  0.45
H: -3.87443 8.46181 -1.97036  0.39
H: 1.73300 0.56178 2.27461  0.45
H: -3.62579 3.55116 5.50397  0.41
H: 1.17772 -4.99854 -1.23272  0.56
H: -3.38171 -6.57381 -0.15699  0.38
H: -0.06560 3.00020 1.93247  0.39
H: 1.30969 0.98715 -2.54711  0.49
H: -2.99911 -4.21222 -0.77293  0.39

Results
2S+1 = 1
net charge = +1
E = -67501.2574 eV
molecular weight = 636.1 g mol⁻¹
LUMO = -4.01 eV



3.
C32H36N10OPtS | the ωB97M-V functional and the def2-TZVPD basis

Last column: Mulliken charge in e.
Cartesian coordinates (Å):
Pt: 0.12679 0.68986 -0.57036  2.46
S: -1.19639 -1.01251 -1.14016  -0.61
O: 0.89227 -0.69353 1.06710  -0.59
N: 1.57347 -0.41553 -1.49379  1.14
N: -3.74888 2.48984 0.04475  0.05
N: 1.36509 -1.72729 -1.66977  -0.96
N: -2.87663 1.02832 1.60752  0.17
N: -1.53512 1.83161 -0.15054  -0.28
N: 1.68082 1.25088 2.02225  -1.18
N: 0.75316 2.59231 -1.55084  -0.17
N: 1.27453 1.83193 0.87030  0.12
N: -0.06015 -3.47695 -1.58828  -0.69
N: -1.32522 -3.90745 -1.48818  0.53
C: 1.09190 3.55898 -0.68287  1.12
C: 1.15985 4.88238 -1.08396  -0.76
C: 0.48970 2.88364 -2.82431  -0.40
C: 2.76879 0.04592 -2.05482  0.16
C: -2.96910 -5.62488 -1.44776  -0.50
C: -4.19691 0.52241 1.98748  -1.29
C: 4.45805 -0.16660 -3.75523  -0.68
C: 0.87091 5.19758 -2.40493  -0.63
C: 5.13099 0.92867 -3.22172  -0.57
C: 3.28963 -0.61873 -3.17709  -0.55
C: -2.28242 -7.91471 -1.64671  -0.46
C: -4.56509 3.29749 0.95219  -1.18
C: 4.62981 1.56825 -2.09415  -0.85
C: 1.85729 -0.82809 3.21532  0.48
C: 1.45267 3.09328 0.67024  0.50
C: -1.61733 -5.23942 -1.54130  0.87
C: -1.76012 0.50024 2.37901  -1.15
C: 3.45334 1.13661 -1.51148  0.36
C: 2.40500 -0.18812 4.32692  -0.30
C: -0.94584 -7.52691 -1.74541  -0.59
C: -0.59676 -6.19609 -1.69511  -0.27
C: 0.54099 4.18545 -3.29324  -1.03
C: 2.76698 -0.93316 5.43501  -0.77
C: -3.80413 2.91056 -1.34714  -1.15
C: 1.45420 -0.04690 2.03110  0.06
C: 2.05001 -2.95020 4.32655  -0.80
C: 1.68217 -2.21150 3.21522  -0.34
C: -2.69508 1.76559 0.50940  0.88
C: 2.06548 4.01408 1.66908  -2.04
C: 0.13822 -2.16766 -1.47920  0.49
C: 2.58896 -2.31101 5.43535  -0.40
C: -3.29077 -6.95993 -1.49972  -0.61
H: -0.98832 1.25695 2.49913  0.33
H: 1.27233 -2.69893 2.34093  0.46
H: 3.19247 -0.44177 6.29912  0.42
H: -1.57409 2.56714 -0.84151  0.02
H: -4.32415 -7.26914 -1.43156  0.39
H: -3.38144 2.14411 -1.99433  0.34
H: 0.42889 -5.87114 -1.77803  0.44
H: 1.34617 4.78096 1.96563  0.39
H: -4.10013 -0.53798 2.21756  0.45
H: 1.92365 -4.02411 4.32928  0.43
H: -4.37616 4.35624 0.76156  0.37
H: -2.13082 0.23901 3.36737  0.54
H: 2.76635 -1.47491 -3.57509  0.51
H: 2.93212 4.52111 1.24175  0.41
H: 3.10138 1.59817 -0.60405  0.37
H: 1.44274 5.65064 -0.37857  0.58
H: 0.33688 4.39026 -4.33424  0.52
H: -4.31097 3.08867 1.98539  0.40
H: -2.54089 -8.96376 -1.68871  0.40
H: -4.84806 3.04447 -1.62552  0.34
H: 0.25457 2.04903 -3.47324  0.51
H: -3.28963 3.86430 -1.51425  0.38
H: 4.85309 -0.67368 -4.62476  0.42
H: 5.17177 2.39501 -1.65490  0.46
H: -3.74150 -4.87209 -1.34410  0.35
H: -2.10042 -3.25638 -1.38828  0.26
H: -0.17613 -8.27611 -1.86735  0.39
H: -4.89720 0.63756 1.16557  0.41
H: -5.62518 3.09901 0.79594  0.35
H: -4.58510 1.03167 2.86955  0.36
H: 6.05154 1.27139 -3.67380  0.42
H: -1.33769 -0.39325 1.91975  0.25
H: 0.91397 6.22555 -2.73864  0.49
H: 2.37255 3.45948 2.54889  0.38
H: 2.87628 -2.88934 6.30325  0.42
H: 2.54602 0.88318 4.31355  0.47

Results
⟨S²⟩ = 6.059
2S+1 = 5
net charge = +2
E = -64780.9677 eV
energy relative to the best compared isomer or geometry (same formula, charge and spin) = 0.0 kJ/mol
molecular weight = 803.9 g mol⁻¹
LUMO (alpha / beta) = -5.94 / -8.63 eV